(1)
{"formula": "C21H25N3O2", "method": "ωB97M-V/def2-TZVPD", "e_tot_ev": -30749.9828, "homo_ev": -9.0, "orbital_gap_ev": 9.714, "max_force_ev_per_a": 0.64, "e_lumo_ev": 0.693, "species": ["C", "H", "C", "C", "C", "H", "C", "C", "H", "H", "H", "C", "C", "H", "H", "C", "H", "H", "C", "C", "C", "O", "H", "C", "O", "H", "H", "C", "C", "H", "N", "H", "H", "C", "H", "H", "N", "C", "H", "C", "H", "C", "H", "C", "H", "H", "N", "H", "C", "H", "H"], "xyz": [[-2.423596, -0.998428, 2.333839], [-3.464580, -1.810775, 0.637296], [-3.553176, -0.338886, 2.797270], [-2.471019, -1.852977, 1.094624], [0.602752, -1.516852, -1.103375], [2.789566, 3.438744, -1.150571], [-1.455974, 2.011673, -0.387104], [1.024760, 2.571076, 0.697109], [-0.214819, 0.066714, 4.665288], [0.253088, -0.510130, -1.356212], [1.119894, -3.322721, -2.133988], [-0.378641, -2.173846, -0.141515], [-1.152524, -0.043502, 4.140352], [-2.229707, 1.241705, 5.473392], [-2.234902, -2.893323, 1.340749], [1.617986, -1.609690, -3.400440], [-0.501591, 2.256522, -2.292896], [0.080198, 2.314527, 2.601073], [-3.484565, 0.461522, 3.925372], [0.712555, -2.343879, -2.390686], [-1.293574, 2.030186, 0.989133], [-0.190651, -3.278247, 0.326927], [1.734651, 3.153494, -2.563985], [3.064818, -1.281462, -1.526065], [1.408973, 1.076019, -3.657183], [-4.369745, 0.970573, 4.277776], [-1.533638, -0.483568, -0.203040], [0.866779, 2.569597, -0.683580], [-1.222402, -0.845093, 3.016281], [3.100937, 1.065149, -1.020233], [-1.476147, -1.435822, 0.127472], [1.024781, -1.022482, -4.102740], [-2.130993, 1.831242, 1.640609], [2.053271, 2.765262, -1.595263], [-2.427393, 1.803316, -0.814314], [-0.276965, -2.497246, -2.821998], [2.694217, 1.482799, -1.840651], [-0.049006, 2.305870, 1.529100], [1.999743, -0.602939, 0.265586], [-2.283593, 0.613905, 4.596271], [3.927827, -0.714116, -1.172996], [-0.381801, 2.278124, -1.219872], [-0.343920, -1.363014, 2.659810], [1.986281, -1.439887, -0.437525], [-4.492267, -0.452568, 2.274070], [1.994252, 2.791854, 1.123047], [2.496309, -0.678331, -2.713338], [3.434005, -2.264011, -1.830606], [2.130188, 0.648400, -2.774853], [2.156762, -2.358434, 0.126249], [2.226159, -2.322986, -3.964438]], "atomic_forces_ev_per_a": [[-0.09, 0.00, 0.01], [0.06, -0.06, 0.10], [0.06, -0.12, -0.06], [0.01, -0.20, -0.04], [0.05, -0.33, 0.12], [-0.09, -0.01, -0.06], [-0.08, 0.05, 0.03], [-0.02, 0.05, -0.07], [0.08, 0.01, 0.05], [0.00, -0.05, 0.05], [-0.06, -0.05, 0.02], [0.13, 0.46, -0.42], [0.09, -0.05, -0.01], [0.00, 0.05, 0.07], [-0.13, 0.13, -0.07], [-0.21, -0.06, -0.32], [0.00, 0.01, -0.12], [0.01, 0.00, 0.09], [-0.06, 0.10, 0.08], [-0.02, 0.11, 0.06], [-0.08, 0.00, 0.05], [0.17, -0.40, 0.17], [0.10, 0.05, 0.15], [-0.04, 0.10, 0.29], [-0.43, 0.27, -0.16], [-0.07, 0.04, 0.03], [0.20, -0.09, -0.02], [0.05, 0.08, -0.06], [-0.06, -0.03, 0.02], [-0.04, -0.08, -0.06], [-0.43, 0.21, 0.05], [0.11, -0.17, 0.07], [-0.08, -0.04, 0.08], [-0.13, -0.02, -0.06], [-0.10, 0.00, -0.04], [0.00, -0.08, -0.03], [0.32, 0.01, 0.17], [0.03, 0.00, 0.10], [0.03, 0.00, 0.03], [-0.06, 0.10, 0.07], [0.02, -0.10, -0.04], [0.00, 0.04, -0.07], [0.12, -0.05, -0.05], [0.00, 0.02, -0.05], [-0.09, -0.01, -0.07], [0.11, 0.04, 0.05], [0.08, 0.03, -0.17], [0.06, 0.09, 0.05], [0.50, -0.17, -0.07], [-0.01, 0.03, 0.04], [-0.06, 0.03, 0.00]], "lowdin_charge": [-0.220, 0.123, -0.056, -0.118, -0.218, 0.123, -0.095, -0.044, 0.105, 0.132, 0.122, -0.480, -0.090, 0.101, 0.130, -0.134, 0.114, 0.100, -0.091, -0.102, -0.089, 0.065, 0.123, -0.142, 0.052, 0.102, 0.111, -0.211, -0.038, 0.110, 0.092, 0.117, 0.094, -0.131, 0.109, 0.123, 0.093, -0.074, 0.109, -0.094, 0.118, -0.042, 0.117, -0.106, 0.109, 0.111, -0.062, 0.129, -0.539, 0.119, 0.123]}

=====

(2)
{"formula": "C21H25N3O3S", "method": "ωB97M-V/def2-TZVPD", "e_tot_ev": -43612.1643, "homo_ev": -8.2, "orbital_gap_ev": 8.642, "max_force_ev_per_a": 17.69, "e_lumo_ev": 0.449, "species": ["H", "C", "H", "H", "C", "H", "C", "H", "C", "H", "H", "C", "C", "S", "H", "H", "H", "C", "C", "C", "H", "C", "C", "H", "H", "C", "H", "H", "C", "O", "N", "H", "C", "C", "O", "N", "H", "C", "H", "H", "H", "C", "H", "C", "C", "H", "C", "N", "H", "C", "H", "O", "H"], "xyz": [[0.999436, -5.003455, 1.820460], [-1.244272, -4.375202, 1.065955], [2.079399, 6.999984, -2.708671], [-0.259576, 6.668962, -1.976645], [0.823186, 3.679700, -1.041845], [-1.427442, -3.421960, -1.351334], [0.223451, -4.406192, 3.917776], [2.629955, -3.059945, 2.750984], [1.686942, -2.505118, 0.814946], [-2.437170, 5.834619, -1.848013], [-0.174549, 2.730304, 0.494179], [0.569171, -4.165331, 2.426767], [-2.145147, -3.110072, -0.869793], [1.534133, -3.664710, -0.691214], [-1.862177, 6.280586, -0.274669], [-3.056615, -2.725378, -1.559685], [2.073077, -0.237108, 1.054012], [-1.871241, -1.675584, -0.323290], [-0.117649, 4.667979, -1.143564], [1.975185, -2.366271, -1.639788], [1.335949, -4.703055, 4.402911], [1.720063, -1.182623, 0.328344], [-0.896694, 0.298212, -0.522384], [-3.290405, -3.254802, 1.126762], [2.128860, -0.177496, -1.590372], [1.858652, -1.078161, -1.063420], [3.647196, 4.924039, -2.477261], [-3.276061, -4.596524, -0.012210], [-2.256757, 5.581286, -0.665319], [-0.861875, -5.621513, 0.687942], [-1.534609, -1.125907, 0.907526], [-1.543944, 2.099608, -1.391801], [2.115637, 3.755470, -1.514472], [1.505147, -2.927757, 2.081760], [-1.272622, 4.374424, -0.663133], [-0.663660, -3.634183, 1.995460], [1.167899, -2.100649, 2.997043], [2.444068, 5.054440, -1.883816], [-0.918163, -2.857915, 1.720513], [-0.089389, 1.185837, -2.078666], [-0.129655, -5.293941, 3.993139], [-0.745092, 1.539958, -1.279396], [1.829605, -2.477283, -2.463531], [1.594311, 6.038563, -2.177238], [-2.624450, -3.869562, 0.250332], [1.381457, 1.855231, 0.053208], [0.277045, 2.371316, -0.245482], [-1.081566, 0.014282, 0.577498], [-3.196352, 5.104018, -0.251188], [0.170104, 5.825992, -1.898277], [2.641057, 2.840446, -1.147270], [-1.439250, -0.668576, -1.245042], [0.005398, -3.438987, 4.531274]], "atomic_forces_ev_per_a": [[-1.29, 0.30, 0.80], [-2.36, -8.07, -3.93], [-1.76, -2.19, 1.37], [-4.39, 5.48, -0.57], [-0.52, -3.70, 1.51], [7.29, -3.36, -5.02], [8.90, 5.53, 0.96], [-2.64, -0.30, -2.20], [-1.10, 2.26, -6.55], [0.28, -0.60, 2.96], [-3.82, 2.20, 6.50], [2.11, 2.86, 0.91], [-9.91, 9.11, 3.08], [0.87, 1.42, 3.42], [4.95, 9.17, 5.71], [1.88, -1.70, 0.84], [-1.64, -2.77, -1.82], [3.71, 2.57, 0.17], [1.79, 2.55, -2.98], [0.67, 5.02, 15.52], [-2.33, 0.86, -0.89], [2.35, 0.66, 2.77], [-2.32, 1.62, -9.99], [1.89, -1.07, -2.68], [-0.30, 0.12, -0.15], [1.44, -2.54, -0.48], [-3.41, 1.47, 2.09], [-1.21, -3.06, -0.60], [-5.24, -11.96, -8.45], [-1.44, 5.94, 1.96], [-2.98, -5.29, -3.23], [-3.93, 2.33, -1.12], [-2.30, -0.07, 2.71], [2.26, -0.90, 11.64], [-5.02, 2.11, 1.51], [-0.17, -11.35, -0.64], [0.41, -1.47, -3.23], [7.23, -3.22, -3.70], [-1.82, 11.45, -1.61], [-0.66, 0.98, -0.77], [-3.92, -5.24, 0.96], [8.43, -1.89, 3.85], [-2.00, -2.31, -17.42], [-1.39, 2.15, -1.25], [1.77, 1.89, 6.78], [-3.58, 0.65, -0.66], [6.86, -1.69, -8.81], [1.94, 3.74, 14.49], [1.28, 1.11, -0.25], [6.70, -4.72, 1.47], [0.74, 1.29, -1.21], [-1.76, -5.19, -2.37], [-0.54, -2.14, -1.38]], "lowdin_charge": [0.147, -0.316, 0.150, 0.020, -0.162, 0.011, -0.026, 0.187, -0.450, 0.155, 0.007, -0.353, -0.115, 1.084, -0.038, 0.187, 0.178, -0.124, -0.348, -0.416, 0.134, -0.148, -0.511, 0.188, 0.098, -0.154, 0.179, 0.063, 0.081, -0.098, 0.123, 0.067, -0.065, -0.248, -0.066, 0.081, 0.185, -0.183, -0.021, 0.130, -0.010, 0.022, -0.099, -0.104, -0.091, 0.157, -0.015, 0.039, 0.121, 0.020, 0.117, 0.108, 0.123]}

=====

(3)
{"formula": "C21H25N3O4", "method": "ωB97M-V/def2-TZVPD", "e_tot_ev": -34843.3130, "homo_ev": -8.1, "orbital_gap_ev": 8.660, "max_force_ev_per_a": 0.62, "e_lumo_ev": 0.561, "species": ["O", "C", "C", "C", "C", "C", "H", "H", "C", "C", "C", "H", "C", "H", "C", "O", "H", "C", "H", "C", "H", "H", "H", "H", "H", "C", "N", "N", "H", "H", "C", "N", "H", "H", "H", "C", "H", "C", "H", "H", "C", "H", "H", "C", "O", "H", "C", "H", "H", "C", "O", "C", "H"], "xyz": [[-3.702911, -1.459480, 0.751641], [1.305403, -0.846981, 1.011981], [-0.786744, 1.704352, -0.735700], [-4.198265, -3.771012, -0.394669], [-2.460298, 2.874582, 0.544955], [-1.087803, -0.503417, 1.225318], [-0.452790, -3.569366, -0.031428], [3.539628, -2.003099, -0.898001], [3.718113, -1.305799, 1.157780], [-0.271499, 2.397213, 1.615134], [-2.751536, -2.146346, 0.465599], [4.504569, -0.864596, 1.778827], [5.288416, -0.347527, -2.101517], [0.218155, 1.321833, -0.814914], [-1.673067, 1.585436, -1.795467], [-0.088472, 3.406761, 2.263305], [-4.329934, 3.186139, -0.445483], [-0.271216, -2.584507, 0.368059], [1.104164, 1.331918, 2.644238], [3.527877, 0.671433, -0.824963], [-1.923563, 0.109062, 1.524969], [6.166000, -0.986340, -2.016638], [2.184401, 1.590228, 0.583984], [1.827540, -2.803233, 0.286767], [-4.634906, -3.141493, -1.173462], [0.203990, -0.034668, 1.375964], [2.600917, -0.385047, 1.183560], [4.672605, -0.217484, -0.800078], [5.604907, 0.636191, -2.444295], [2.712169, 0.264592, -1.455927], [4.285774, -1.504460, -0.252102], [0.409192, 1.248523, 1.911792], [5.172890, -2.139977, -0.199363], [3.817767, 1.290812, 1.212120], [3.426100, -2.258328, 1.599660], [-0.151951, 0.297384, -3.090581], [-0.024161, -0.457603, -2.305835], [1.019826, -2.139297, 0.549132], [-4.816947, -3.696613, 0.501913], [3.839853, 1.631556, -1.241532], [-2.957276, 2.121749, -1.678807], [0.686434, 1.002149, -3.062428], [-0.171848, -0.192415, -4.063098], [-1.192562, 2.321517, 0.445132], [-1.387006, 0.957987, -2.970694], [-4.131519, -4.802198, -0.732299], [-1.346415, -1.759519, 0.685645], [4.608815, -0.780776, -2.852773], [-3.634184, 2.013756, -2.511281], [-3.337271, 2.769727, -0.522961], [-2.871314, -3.354935, -0.115653], [3.008416, 0.880995, 0.600390], [-2.752224, 3.364808, 1.460246]], "atomic_forces_ev_per_a": [[0.10, -0.10, -0.04], [-0.51, 0.00, 0.02], [0.04, 0.08, -0.24], [-0.42, 0.04, 0.02], [0.30, -0.06, 0.21], [0.00, -0.44, -0.03], [0.01, -0.09, -0.03], [0.05, 0.00, 0.01], [0.14, -0.28, -0.15], [0.17, 0.02, 0.06], [-0.40, 0.03, -0.01], [-0.01, -0.10, -0.02], [-0.02, 0.00, 0.05], [0.07, -0.12, -0.03], [-0.04, 0.06, 0.07], [-0.14, 0.16, 0.04], [-0.09, 0.03, 0.00], [-0.28, 0.11, 0.05], [-0.07, 0.11, -0.09], [0.03, 0.16, 0.29], [-0.07, 0.05, 0.02], [0.05, -0.03, -0.08], [0.10, -0.05, 0.04], [0.09, -0.01, -0.03], [0.01, -0.07, 0.06], [-0.09, -0.42, -0.07], [0.15, 0.09, 0.39], [-0.04, -0.02, 0.01], [0.04, 0.01, -0.08], [0.02, 0.04, 0.00], [0.02, 0.01, 0.24], [0.28, -0.18, 0.31], [-0.05, -0.04, -0.01], [-0.05, 0.06, -0.04], [0.03, 0.04, 0.02], [0.22, -0.13, -0.02], [0.02, 0.04, -0.01], [0.19, 0.04, -0.02], [0.03, -0.05, -0.11], [-0.05, 0.00, -0.04], [0.13, -0.09, -0.10], [-0.02, -0.03, 0.03], [0.05, 0.02, 0.08], [-0.37, 0.37, -0.29], [-0.34, 0.24, 0.08], [0.01, 0.05, 0.01], [0.41, 0.16, 0.06], [-0.01, -0.01, -0.03], [-0.09, -0.01, -0.10], [0.00, -0.06, -0.09], [0.42, 0.05, 0.07], [0.01, 0.26, -0.56], [-0.02, 0.06, 0.09]], "lowdin_charge": [0.113, -0.157, 0.027, -0.050, -0.022, 0.056, 0.118, 0.118, -0.146, -0.437, -0.456, 0.128, -0.100, 0.103, -0.255, 0.085, 0.108, -0.010, 0.164, -0.177, 0.136, 0.084, 0.107, 0.098, 0.099, -0.179, -0.087, -0.231, 0.084, 0.120, -0.184, 0.126, 0.124, 0.132, 0.121, -0.084, 0.090, -0.008, 0.096, 0.126, 0.006, 0.091, 0.096, -0.155, -0.076, 0.092, -0.121, 0.088, 0.119, -0.059, -0.046, -0.133, 0.120]}

=====

(4)
{"formula": "C21H25N4O3Ru", "method": "ωB97M-V/def2-TZVPD", "e_tot_ev": -36848.2910, "spin_multiplicity": 2, "homo_ev": [-15.3, -14.7], "orbital_gap_ev": [7.885, 6.071], "max_force_ev_per_a": 4.34, "e_lumo_ev": [-7.415, -8.662], "charge": 2, "s_squared": 1.10, "species": ["H", "C", "C", "H", "H", "C", "C", "H", "O", "H", "H", "C", "C", "O", "N", "H", "N", "H", "H", "C", "H", "C", "H", "H", "H", "C", "H", "H", "H", "N", "C", "C", "C", "H", "C", "H", "C", "C", "H", "H", "Ru", "C", "H", "N", "C", "H", "H", "C", "C", "H", "H", "C", "C", "O"], "xyz": [[-3.816381, 0.335927, 2.896708], [1.118522, -0.006719, 2.589306], [-0.560053, -2.680372, 0.556766], [1.718707, -0.512052, 4.585331], [0.540932, -2.005637, 3.088715], [1.938467, 2.541069, 3.154708], [-3.189665, 2.794128, 0.670993], [0.648989, -0.602826, -3.763706], [1.807401, 2.244578, -1.421344], [-4.706350, 2.532974, 2.175096], [-1.976857, -4.528470, -0.923235], [-2.208074, 0.363705, 1.482280], [2.103441, -2.600678, -2.553263], [1.493999, -0.734814, -1.170887], [-1.344985, -1.259495, -1.242526], [1.580915, -1.844146, 1.667191], [-0.423632, -1.418390, 1.290245], [2.412272, -3.139047, -1.656547], [2.485457, 1.793156, 5.093125], [-1.675252, -0.978389, 1.935096], [1.077511, -2.875448, -2.807415], [-2.085129, 2.214061, 0.090271], [0.441045, -3.032508, 0.296631], [-1.526993, -0.930753, 3.017332], [-2.001151, 0.008646, -2.732374], [-1.332631, -2.493211, -0.724134], [2.764674, -2.893798, -3.365692], [-3.062878, -4.124798, -3.118002], [1.250263, 2.931038, 1.155750], [1.002609, 0.946715, 1.657977], [2.202762, -1.086679, -2.332583], [-1.970107, -3.541408, -1.365438], [0.729378, -1.405075, 2.192826], [2.287125, -0.691163, -4.463179], [-2.612753, -2.023803, -3.104038], [-1.030818, -3.454584, 1.171589], [-3.333790, 0.886093, 2.099893], [-1.988489, -1.018944, -2.393488], [-1.557092, 2.706415, -0.714645], [-2.457078, -1.721234, 1.757702], [0.049072, 0.191739, -0.365258], [2.064031, 1.559616, 4.124857], [1.825007, 0.694258, -3.495894], [-1.596420, 1.023200, 0.485792], [-3.831443, 2.113519, 1.697551], [3.259940, -0.831329, -2.179384], [-3.103512, -1.803256, -4.040702], [-2.594274, -3.310673, -2.582107], [1.389921, 2.193291, 1.933490], [-3.537141, 3.756746, 0.325680], [2.258351, 3.556633, 3.336558], [1.705402, -0.373090, -3.600263], [1.637688, 0.270099, 3.842852], [0.732938, 2.214187, -0.905027]], "atomic_forces_ev_per_a": [[0.02, -0.03, 0.01], [-0.02, -0.18, 0.22], [0.04, -0.43, -0.22], [-0.02, -0.03, -0.02], [-0.04, -0.03, -0.07], [-0.06, -0.13, 0.03], [-0.02, -0.05, 0.05], [0.06, -0.05, -0.10], [2.93, 0.52, -1.24], [0.00, 0.00, 0.01], [0.06, 0.01, 0.03], [-0.06, 0.11, 0.01], [0.07, 0.18, 0.55], [0.75, -0.77, 0.78], [0.67, 1.13, -0.57], [-0.08, -0.06, -0.05], [0.44, 1.31, -1.82], [-0.01, -0.06, -0.01], [0.00, 0.01, 0.00], [-0.25, 0.17, 0.08], [0.00, -0.03, -0.04], [0.01, 0.01, -0.03], [0.01, 0.05, 0.03], [0.00, -0.07, -0.03], [0.08, -0.03, -0.06], [-0.04, -0.04, 0.22], [-0.04, -0.01, -0.06], [-0.04, -0.01, 0.03], [0.06, -0.02, 0.04], [-0.25, -0.34, -1.58], [-0.31, -0.07, -1.48], [-0.06, 0.03, 0.01], [0.45, 0.03, 0.22], [-0.07, -0.06, -0.02], [-0.02, -0.02, 0.09], [0.02, 0.04, 0.02], [-0.02, 0.02, 0.02], [-0.16, -0.08, -0.10], [-0.01, -0.02, 0.00], [0.07, -0.03, 0.00], [-0.13, 0.50, 3.04], [0.03, 0.04, 0.00], [-0.02, 0.40, -0.04], [-0.55, 0.17, 0.40], [0.06, -0.03, -0.05], [-0.15, 0.08, 0.32], [-0.01, 0.03, 0.01], [0.06, 0.07, -0.02], [0.05, 0.26, 0.08], [0.00, 0.00, -0.02], [-0.03, 0.01, -0.03], [0.06, -0.06, 0.67], [-0.05, 0.04, -0.08], [-3.49, -2.48, 0.75]], "lowdin_charge": [0.136, -0.244, -0.100, 0.132, 0.149, -0.004, -0.009, 0.070, 0.016, 0.132, 0.136, -0.225, -0.037, -0.295, 0.001, 0.144, -0.192, 0.081, 0.131, -0.070, 0.076, -0.087, 0.135, 0.149, 0.124, -0.243, 0.096, 0.132, 0.109, 0.058, -0.475, 0.022, -0.101, 0.096, -0.009, 0.151, 0.014, -0.091, 0.111, 0.149, 1.407, -0.002, 0.061, -0.072, 0.001, 0.159, 0.128, 0.003, -0.084, 0.129, 0.128, -0.037, 0.020, -0.211]}